1.
{"formula": "C2H3OPS2", "method": "ωB97M-V with the def2-TZVPD basis set", "lumo_ev": 0.52, "orbital_gap_ev": 9.86, "charge": 0, "smiles": "C#C[P@](O)(=S)S", "species": ["S", "H", "S", "P", "H", "H", "O", "C", "C"], "positions_angstrom": [[0.71003, 2.00805, 0.65434], [-2.32788, -1.83146, 1.67197], [2.37329, -0.91609, -0.00036], [0.74036, 0.10905, -0.31695], [-0.57070, 2.12121, 0.44308], [0.99081, -0.03041, -2.25551], [0.32057, 0.43854, -1.72938], [-1.56235, -1.27838, 1.07743], [-0.67413, -0.62050, 0.45537]], "atomic_forces_ev_per_a": [[1.278, -0.660, -0.048], [1.141, 0.866, -0.978], [-0.924, 0.693, -0.598], [1.177, -0.371, 5.508], [-1.132, 0.218, -0.185], [-0.224, 0.181, -0.774], [-0.332, 0.028, -3.579], [3.021, 2.315, -1.947], [-4.005, -3.270, 2.601]], "mulliken_charge": [-0.264, 0.356, -0.365, 0.526, 0.150, 0.330, -0.402, 0.180, -0.511]}



2.
{"formula": "C2H3OTl", "method": "ωB97M-V with the def2-TZVPD basis set", "lumo_ev": 0.02, "orbital_gap_ev": 7.36, "charge": 0, "species": ["H", "O", "C", "H", "C", "Tl", "H"], "positions_angstrom": [[-2.10756, -0.20118, -1.06558], [-0.10847, 0.90035, -0.02716], [-2.09400, -0.37064, 0.15503], [-2.50980, 0.35134, 0.87715], [-0.65343, -0.23643, -0.14202], [1.77876, -0.23473, 0.17916], [-2.39363, -1.41895, 0.30030]], "atomic_forces_ev_per_a": [[-1.499, 0.027, 2.272], [-1.605, 0.914, 0.062], [0.995, -0.184, -2.579], [-0.154, 0.029, -0.848], [1.144, -0.537, 1.283], [1.039, -0.790, -0.154], [0.079, 0.541, -0.036]], "mulliken_charge": [0.166, -0.495, -0.616, 0.258, -0.206, 0.611, 0.282]}



3.
{"formula": "C2H3P3", "method": "ωB97M-V with the def2-TZVPD basis set", "lumo_ev": [-1.65, -1.65], "orbital_gap_ev": [5.97, 5.97], "charge": 0, "species": ["C", "H", "H", "C", "P", "P", "H", "P"], "positions_angstrom": [[-0.55850, -0.77618, -0.35230], [0.67446, 0.85000, -0.08529], [-0.46247, -0.98558, -1.37633], [-0.17179, 0.36478, 0.32261], [-3.52618, 0.50443, -0.04865], [-3.00384, -1.51428, 0.05586], [-0.18695, 0.53499, 1.40320], [-1.87886, 1.61781, -0.07535]], "atomic_forces_ev_per_a": [[-4.383, 0.516, 2.406], [0.796, 1.021, -0.697], [0.955, 0.019, -1.296], [0.224, -0.786, 0.216], [-0.898, -1.640, 0.163], [2.156, 1.460, -0.238], [-0.439, -0.707, -0.158], [1.590, 0.117, -0.396]], "mulliken_charge": [-0.459, 0.334, 0.316, -0.499, -0.026, 0.024, 0.278, 0.032]}



Relative energy (zero: lowest compared OMol25 entry of this formula, charge and spin) across the listed records, respectively: 8.66 11.76 96.90 kcal per mole.